[1]
{
  "formula": "C18H37N2NaO6",
  "method": "ωB97M-V/def2-TZVPD",
  "symbols": ["Na", "C", "C", "C", "C", "C", "C", "N", "O", "C", "C", "C", "H", "H", "H", "H", "H", "H", "H", "H", "H", "H", "H", "H", "H", "H", "H", "H", "H", "H", "C", "C", "O", "C", "O", "O", "H", "H", "H", "H", "C", "O", "C", "C", "N", "C", "C", "O", "C", "H", "H", "H", "H", "H", "H", "H", "H", "H", "H", "H", "H", "H", "H", "H"],
  "coordinates": [[-0.0268, -0.8901, 1.0004], [-2.5972, -1.1046, -2.6666], [-1.3604, -0.2253, -2.6366], [-1.2056, 0.4399, -3.9982], [-0.3231, 1.6835, -3.9795], [-0.7452, 2.6277, -2.8793], [-0.7899, 1.9589, -1.5048], [-1.5962, 0.7625, -1.5849], [-1.7908, 0.1484, -0.3466], [-1.5514, 2.9056, -0.5925], [0.6373, 1.7300, -0.9809], [-0.1221, -1.1180, -2.3900], [-2.5228, -1.8549, -3.4627], [-3.4550, -0.4708, -2.8953], [-2.7299, -1.5823, -1.7014], [-2.1718, 0.6239, -4.4758], [-0.6884, -0.2535, -4.6773], [-0.3184, 2.1559, -4.9668], [0.7236, 1.3670, -3.8570], [-1.7636, 2.9613, -3.1084], [-0.1175, 3.5245, -2.8356], [-2.4949, 3.2091, -1.0381], [-0.9475, 3.8053, -0.4104], [-1.7396, 2.4268, 0.3689], [1.2327, 1.1626, -1.6916], [0.5868, 1.1745, -0.0373], [1.1131, 2.6836, -0.7265], [0.7878, -0.7941, -2.8925], [-0.3519, -2.1556, -2.6759], [0.0444, -1.2202, -1.3141], [-0.9324, 3.9101, 3.3265], [0.4393, 3.4732, 2.7507], [0.3469, 2.0534, 2.6801], [-0.8945, 1.6479, 3.0088], [-1.2269, 0.5113, 3.0594], [-1.6660, 2.6814, 3.4070], [-1.4678, 4.5711, 2.6501], [-0.8744, 4.3210, 4.3318], [1.2785, 3.7573, 3.3777], [0.5463, 3.8505, 1.7410], [1.2388, -1.3152, 4.0240], [1.5896, -0.7897, 2.7614], [2.9528, -0.9963, 2.4331], [3.1435, -1.0933, 0.9414], [2.0859, -1.8396, 0.2490], [1.9214, -3.2525, 0.6397], [0.5618, -3.7627, 0.2009], [-0.4405, -3.2596, 1.0368], [-1.7317, -3.6058, 0.5221], [1.3875, -2.4014, 4.0580], [0.1812, -1.1132, 4.1807], [1.7932, -0.8297, 4.8346], [3.2994, -1.9016, 2.9433], [3.5455, -0.1500, 2.7975], [4.1319, -1.5426, 0.7521], [3.1828, -0.1002, 0.4904], [2.3463, -1.8502, -0.7325], [1.9937, -3.3107, 1.7295], [2.7147, -3.9008, 0.2439], [0.5970, -4.8653, 0.2388], [0.3702, -3.5206, -0.8540], [-2.4680, -3.3340, 1.2673], [-1.7498, -4.6705, 0.2721], [-1.9116, -3.0530, -0.4060]],
  "atomic_forces_ev_per_a": [[-0.855, 0.524, -0.022], [-0.166, -0.141, -0.421], [0.442, 0.088, 0.136], [0.519, 0.002, -0.796], [0.431, -0.220, -0.136], [-0.228, 0.138, -0.270], [-0.038, 0.050, -0.225], [-0.803, -0.183, -0.462], [0.927, -0.373, 0.554], [0.558, 0.430, 0.710], [-0.188, 0.085, 0.585], [-0.355, -0.828, 0.596], [0.077, -0.014, 0.083], [-0.108, -0.059, 0.224], [-0.145, 0.025, 0.032], [-0.082, 0.283, 0.291], [-0.304, -0.220, 0.118], [-0.229, 0.127, 0.084], [-0.098, 0.041, 0.221], [0.035, 0.038, 0.046], [0.051, -0.072, 0.005], [-0.106, -0.116, -0.007], [-0.064, 0.083, -0.085], [-0.143, -0.104, -0.068], [0.194, 0.095, -0.022], [-0.032, -0.005, -0.142], [0.150, -0.064, -0.276], [0.051, 0.088, 0.000], [0.196, 0.206, -0.417], [0.093, 0.397, -0.137], [0.188, -0.465, -0.131], [-0.722, 0.271, -0.061], [-0.028, 0.080, -0.049], [0.085, 0.475, 0.779], [-0.181, -0.656, -0.345], [0.243, -0.139, -0.302], [0.030, 0.125, 0.094], [0.026, 0.133, -0.048], [0.077, -0.053, -0.010], [0.269, 0.097, -0.148], [-0.309, 0.068, 0.266], [0.027, -0.126, -0.294], [-0.170, 0.042, 0.467], [0.253, -0.298, -0.650], [0.278, -0.303, -0.060], [0.084, 0.488, 0.261], [0.809, -0.840, -0.295], [-0.341, 0.134, 0.018], [0.395, 0.168, -0.394], [0.147, 0.067, 0.016], [0.019, 0.039, -0.096], [0.124, -0.084, -0.068], [0.077, -0.016, -0.077], [0.099, -0.107, 0.119], [0.014, 0.060, 0.193], [-0.179, 0.048, 0.054], [-0.336, 0.264, -0.041], [-0.155, -0.100, -0.046], [-0.056, 0.053, -0.082], [-0.206, 0.100, 0.159], [0.020, 0.227, 0.093], [-0.100, -0.072, 0.053], [-0.169, -0.066, 0.287], [-0.094, 0.082, 0.148]],
  "mol_weight_da": 400.5,
  "largest_force_ev_per_a": 1.2,
  "homo_energy_ev": -5.0,
  "e_above_lowest_kcal_mol": 0.00,
  "homo_lumo_gap_ev": 5.05,
  "multiplicity": 1
}



[2]
{
  "formula": "C18H38BIN3O5",
  "method": "ωB97M-V/def2-TZVPD",
  "symbols": ["C", "C", "B", "O", "C", "N", "C", "N", "C", "C", "C", "C", "C", "O", "C", "N", "C", "C", "C", "C", "I", "H", "H", "H", "H", "H", "H", "H", "H", "H", "H", "H", "H", "H", "H", "H", "H", "H", "H", "H", "H", "H", "H", "H", "H", "H", "H", "H", "H", "H", "H", "C", "C", "O", "C", "O", "O", "C", "H", "H", "H", "H", "H", "H", "H", "H"],
  "coordinates": [[2.9229, -3.2316, 1.7251], [2.2736, -1.9576, 2.3142], [1.8144, -0.9349, 1.2321], [0.5535, -0.4224, 1.1361], [2.8367, -0.3374, 0.1416], [3.0745, 1.1257, 0.3168], [2.7470, 1.7384, -0.8390], [2.4346, 3.0154, -0.9336], [2.3918, 3.9310, 0.2149], [1.3235, 3.5506, 1.2591], [0.2645, 4.6358, 1.4585], [-0.9723, 4.1151, 2.1896], [-0.6379, 3.4233, 3.5184], [-1.5830, 3.6591, 4.5299], [-2.8558, 3.0955, 4.2730], [2.8029, 0.8633, -1.8671], [2.2983, -0.4328, -1.3069], [2.8295, -1.6301, -2.0739], [2.1001, -1.9874, -3.3718], [0.5866, -2.0594, -3.2684], [2.6694, -0.6932, -4.9931], [2.7994, -4.0708, 2.4066], [2.4705, -3.5341, 0.7785], [3.9931, -3.1064, 1.5679], [1.4562, -2.2235, 2.9878], [3.0209, -1.4477, 2.9349], [-0.1458, -0.9979, 1.4577], [3.7958, -0.8569, 0.2050], [2.6823, 1.5486, 1.1476], [2.2689, 3.3876, -1.8543], [2.1601, 4.9119, -0.1938], [3.3905, 4.0033, 0.6471], [0.8140, 2.6333, 0.9452], [1.8118, 3.3329, 2.2121], [-0.0426, 5.0140, 0.4794], [0.6867, 5.4779, 2.0130], [-1.4735, 3.4078, 1.5211], [-1.6678, 4.9313, 2.3847], [-0.5136, 2.3406, 3.3687], [0.3067, 3.8071, 3.9108], [-3.2914, 2.8078, 5.2275], [-2.7768, 2.2102, 3.6327], [-3.5216, 3.8171, 3.7924], [2.3684, 1.1789, -2.7272], [1.2085, -0.3795, -1.3116], [3.8812, -1.4301, -2.2815], [2.7776, -2.5093, -1.4232], [2.4700, -2.9610, -3.6832], [0.2902, -2.9012, -2.6374], [0.1381, -1.1411, -2.8915], [0.1462, -2.2325, -4.2484], [-5.8778, -4.4034, -2.3097], [-4.4276, -4.4656, -2.7276], [-3.8321, -3.1474, -2.7882], [-3.4885, -2.6229, -1.6236], [-3.5721, -3.1397, -0.5390], [-2.9951, -1.3939, -1.8453], [-2.6433, -0.6877, -0.6586], [-6.4361, -3.7380, -2.9682], [-6.3176, -5.3988, -2.3694], [-5.9743, -4.0457, -1.2858], [-4.3233, -4.8484, -3.7400], [-3.8394, -5.0892, -2.0555], [-1.9858, -1.2930, -0.0359], [-3.5326, -0.4245, -0.0878], [-2.1337, 0.2133, -0.9898]],
  "atomic_forces_ev_per_a": [[-0.031, -0.034, 0.089], [-0.035, -0.204, -0.140], [0.040, 0.134, 0.163], [0.080, -0.134, -0.685], [0.280, -0.240, 0.035], [-1.093, 0.060, 0.006], [0.560, -0.119, 0.100], [0.200, -0.054, -0.050], [-0.015, 0.101, 0.056], [0.027, -0.016, -0.071], [-0.135, 0.026, 0.077], [0.140, -0.277, -0.116], [0.023, 0.200, -0.007], [-0.012, -0.126, 0.063], [-0.007, 0.047, -0.008], [-0.903, 0.368, 0.173], [0.584, 0.263, -0.163], [-0.133, 0.145, -0.072], [-0.061, -0.217, 0.248], [-0.087, -0.047, -0.239], [-0.011, 0.129, -0.013], [0.041, -0.001, 0.028], [-0.005, -0.005, -0.010], [-0.001, 0.043, -0.105], [-0.037, 0.004, -0.026], [-0.039, 0.010, 0.052], [-0.053, 0.144, 0.571], [0.073, 0.129, -0.060], [0.251, 0.053, 0.068], [-0.023, 0.009, -0.016], [0.039, 0.009, -0.054], [0.009, -0.080, 0.026], [0.004, -0.001, -0.050], [-0.042, -0.031, 0.033], [0.028, 0.046, 0.003], [0.082, 0.006, -0.046], [-0.156, 0.045, 0.053], [0.050, 0.058, 0.010], [0.011, -0.007, -0.016], [-0.020, 0.055, 0.051], [-0.010, -0.001, 0.005], [-0.010, -0.046, 0.055], [0.014, -0.008, -0.071], [0.209, -0.191, -0.153], [-0.023, -0.164, 0.094], [0.069, -0.194, 0.061], [-0.038, 0.005, 0.033], [0.084, 0.066, -0.166], [0.025, 0.090, 0.165], [-0.011, -0.010, 0.049], [0.013, -0.057, -0.010], [-0.003, 0.106, 0.023], [-0.013, -0.144, -0.039], [-0.004, 0.004, 0.006], [0.050, 0.008, 0.029], [0.002, -0.002, -0.019], [0.002, -0.013, -0.028], [0.027, 0.060, -0.015], [-0.009, -0.035, -0.025], [-0.001, -0.001, -0.002], [0.011, -0.027, 0.009], [0.010, 0.049, -0.015], [0.000, 0.049, 0.041], [-0.009, -0.007, 0.003], [-0.001, -0.029, 0.013], [-0.008, 0.001, -0.002]],
  "mol_weight_da": 514.2,
  "largest_force_ev_per_a": 1.1,
  "homo_energy_ev": -11.9,
  "homo_lumo_gap_ev": 9.46,
  "multiplicity": 1,
  "charge": 1
}